[1]
39
Properties=species:S:1:pos:R:3 method="wB97M-V/def2-TZVPD" total_charge=-1 energy_ev=-117093.879 homo_lumo_gap_ev=6.42
C -0.582 2.736 -0.108
C -1.118 2.758 -1.534
O -0.044 2.815 -2.474
C -1.994 1.527 -1.885
O -2.361 0.771 -0.729
C -2.038 -0.582 -0.777
Br -0.078 -0.874 -1.019
N -2.396 -1.161 0.501
C -1.630 -0.609 1.639
C -0.746 -1.696 2.287
C 0.687 -1.239 2.608
S 1.899 -2.606 2.338
C 2.510 -2.412 0.710
S 2.512 -3.687 -0.292
N 3.023 -1.181 0.317
C 3.410 -0.807 -0.955
C 3.873 0.461 -0.868
N 3.790 0.913 0.449
C 3.279 -0.079 1.111
C -2.771 -1.340 -1.949
O -3.473 -2.303 -1.594
O -2.589 -0.906 -3.104
H -1.321 2.444 0.626
H -0.250 3.742 0.153
H 0.311 2.113 -0.073
H -1.696 3.669 -1.664
H 0.479 2.026 -2.292
H -1.533 0.928 -2.660
H -2.922 1.903 -2.315
H -3.353 -0.859 0.632
H -1.078 0.297 1.401
H -2.370 -0.327 2.389
H -0.690 -2.523 1.588
H -1.206 -2.094 3.188
H 0.993 -0.389 2.009
H 0.787 -1.006 3.664
H 3.338 -1.412 -1.833
H 4.273 1.073 -1.652
H 3.075 -0.084 2.166

[2]
86
Properties=species:S:1:pos:R:3 method="wB97M-V/def2-TZVPD" total_charge=+1 energy_ev=-55146.954 homo_lumo_gap_ev="5.87 / 6.00" spin_multiplicity=5
Ru -0.548 0.132 0.035
C -2.466 3.468 1.894
C -1.796 2.496 0.992
N -1.382 1.326 1.376
N -1.564 0.854 2.645
C -1.024 -0.345 2.727
O -0.366 -0.898 1.744
C -1.171 -1.117 3.968
C -1.690 -0.518 5.115
C -1.831 -1.261 6.273
C -1.466 -2.601 6.287
C -0.960 -3.202 5.143
C -0.808 -2.461 3.983
C -1.577 2.764 -0.440
C -1.983 3.933 -1.055
C -1.816 4.068 -2.427
C -1.252 3.031 -3.146
C -0.837 1.894 -2.469
N -0.982 1.768 -1.153
H -2.619 3.017 2.870
H -3.428 3.774 1.481
H -1.851 4.363 2.009
H -1.970 0.525 5.092
H -2.225 -0.797 7.167
H -1.579 -3.180 7.194
H -0.681 -4.246 5.156
H -0.411 -2.915 3.086
H -2.441 4.717 -0.472
H -2.136 4.971 -2.927
H -1.121 3.091 -4.216
H -0.399 1.048 -2.978
C 1.990 1.759 1.719
C 2.861 0.502 1.613
C 2.442 -2.303 1.913
C 3.569 0.444 0.258
C 4.702 1.417 0.212
C 5.103 2.001 -0.938
C 4.378 1.784 -2.122
C 3.164 1.051 -2.139
C 2.467 0.948 -3.484
C 3.266 0.071 -4.450
C 2.222 2.327 -4.100
C 2.705 0.491 -0.978
N 1.496 -0.256 -0.925
C 1.401 -1.306 -1.683
C 0.168 -1.979 -1.829
C -0.196 -3.106 -2.549
C -1.567 -3.296 -2.326
C -2.002 -2.278 -1.484
N -0.955 -1.464 -1.189
C -3.367 -2.085 -0.874
C -3.349 -2.641 0.558
C -3.742 -0.602 -0.832
C -4.416 -2.832 -1.700
H 1.479 1.809 2.680
H 1.234 1.788 0.923
H 2.586 2.666 1.595
H 3.686 0.651 2.332
H 2.045 -2.518 0.921
H 1.965 -2.958 2.640
H 3.506 -2.546 1.866
H 5.247 1.562 1.136
H 5.981 2.633 -0.958
H 4.741 2.216 -3.043
H 1.497 0.470 -3.339
H 4.251 0.500 -4.638
H 2.751 -0.011 -5.407
H 3.420 -0.934 -4.057
H 3.153 2.797 -4.417
H 1.739 3.003 -3.394
H 1.592 2.236 -4.987
H 2.274 -1.663 -2.227
H 0.462 -3.709 -3.152
H -2.179 -4.082 -2.731
H -2.574 -2.159 1.162
H -3.151 -3.712 0.551
H -4.315 -2.474 1.037
H -3.055 -0.026 -0.200
H -4.734 -0.481 -0.397
H -3.744 -0.160 -1.831
H -4.239 -3.907 -1.687
H -4.421 -2.497 -2.738
H -5.407 -2.658 -1.280
F 4.201 -0.851 0.196
B 2.274 -0.806 2.296
F 1.777 -0.525 3.520

[3]
61
Properties=species:S:1:pos:R:3 method="wB97M-V/def2-TZVPD" de_lowest_ev=0.722 total_charge=+3 energy_ev=-99302.019 homo_lumo_gap_ev=9.76
Br 0.029 1.562 -0.016
C -3.673 5.856 0.150
C -2.912 4.707 0.736
O -2.120 4.750 1.605
N -2.948 3.395 -0.077
H -3.443 3.569 -0.956
H -2.006 3.049 -0.347
C -3.663 2.297 0.663
H -3.550 5.879 -0.930
H -3.232 6.750 0.589
H -4.698 5.855 0.529
H -4.734 2.477 0.614
H -3.326 2.338 1.693
H -3.433 1.354 0.179
C 1.345 -1.758 3.553
C 1.117 -0.300 3.313
O 1.889 0.554 3.509
N -0.313 0.122 3.031
H -0.481 0.491 2.062
H -0.947 -0.685 2.957
C -0.849 1.064 4.065
H 1.446 -2.297 2.608
H 0.465 -2.207 4.026
H 2.187 -1.880 4.225
H -0.437 2.052 3.875
H -0.669 0.691 5.067
H -1.926 1.192 3.950
C 5.051 -1.310 0.128
C 3.652 -0.806 0.059
O 2.666 -1.459 0.094
N 3.529 0.708 -0.013
H 3.758 1.022 -0.966
H 2.539 1.016 0.039
C 4.321 1.389 1.067
H 5.298 -1.388 1.191
H 5.779 -0.707 -0.415
H 5.145 -2.313 -0.285
H 5.371 1.442 0.786
H 4.224 0.898 2.029
H 3.998 2.428 1.106
C -2.204 -1.196 -2.203
N -1.070 -2.044 -2.679
C -1.533 -2.671 -3.992
C 0.062 -1.124 -3.004
C -0.721 -3.082 -1.652
C 0.567 -3.841 -1.904
O 0.372 -4.677 -3.032
H -3.088 -1.824 -2.105
H -2.388 -0.382 -2.896
H -1.914 -0.812 -1.226
H -1.885 -1.908 -4.680
H -2.269 -3.406 -3.678
H -0.698 -3.170 -4.473
H 0.381 -0.651 -2.066
H -0.275 -0.439 -3.773
H 0.975 -1.607 -3.349
H -1.519 -3.824 -1.663
H -0.687 -2.548 -0.704
H 0.773 -4.442 -1.010
H 1.435 -3.191 -2.057
H 1.239 -4.956 -3.351